Entry 1:
Below is a 8-piece molecular cluster, C62H64BrIN4O16PS overall, with properties calculated with ωB97M-V with the def2-TZVPD basis set.

```
! wB97M-V def2-TZVPD RIJCOSX def2/J DEFGRID3
* xyz 1 1
I -1.77184 -3.46710 1.52750
Br 3.52825 -0.70052 -3.02148
S 0.38503 2.55832 1.11337
P -1.01403 1.76037 0.01428
O -2.03666 -7.95120 -2.50831
O 7.61267 7.73903 0.39438
O -0.30798 -2.24041 5.46181
O -4.21740 0.21045 -1.43115
O -1.20992 -9.12127 2.58889
O 5.05366 -3.31464 0.99258
O -4.90674 -2.78390 8.03219
O -8.72879 -0.42233 1.26094
O -10.33504 0.47921 6.44858
O -7.17075 -3.41781 4.76454
O 0.67256 -0.35536 -0.11468
O -0.82298 6.23344 1.96339
O 6.32059 -5.05910 5.82478
O 2.67160 9.25396 1.55123
O -0.37507 -2.84658 -1.01290
O 3.25904 6.86236 5.27699
N 6.31572 1.82186 -4.89936
N 4.34300 2.76543 -5.85568
N 0.80035 0.39324 -2.96506
N 5.58052 0.95200 -6.90425
C 7.08420 -4.37552 3.70646
C 6.03453 -4.66331 4.71681
C -9.61251 -0.41447 6.06417
C 3.06582 2.00882 -5.96963
C 6.01512 9.46580 0.38146
C -8.99577 -1.37053 7.01616
C 0.11340 6.38076 2.72324
C 6.76942 -3.93450 2.49022
C -7.89801 -2.52618 5.15405
C -7.70847 -0.26826 0.62929
C -8.19896 -2.35032 6.59411
C 0.75226 -1.27998 -8.57072
C -8.51422 -1.57114 4.20273
C -0.93127 -7.57602 0.83967
C -3.85333 -2.66104 7.44700
C -1.36168 -2.36417 6.05529
C 4.77310 9.84537 0.67395
C 1.88626 0.05814 -0.69444
C 3.80508 8.90607 1.28791
C -1.13757 -7.28209 -0.44154
C 0.80844 5.21221 3.31599
C -2.31628 -9.50267 -0.76027
C -2.82863 -1.68824 7.89992
C 4.27301 7.52615 1.56530
C 1.84084 -1.34687 2.41716
C 1.62971 7.88626 3.92345
C -1.07857 -2.35599 -0.20153
C -0.52198 0.06546 -2.30320
C -5.56600 0.89014 0.36850
C 2.32270 6.72022 4.51877
C -2.38329 -3.33568 5.60442
C 1.93068 2.70078 -5.19936
C 3.03922 -0.70070 0.06114
C 0.72809 -0.17835 -4.35384
C 2.16304 2.47652 -3.65883
C 0.60395 7.72797 3.09076
C -1.60525 -0.92548 -0.30135
C -6.28023 -0.91741 -1.25646
C 4.31560 -4.00655 3.09915
C -1.40032 -8.85630 1.42179
C 2.44729 -1.05217 1.41741
C -0.48805 0.08253 -0.75206
C 0.95748 1.87499 -2.91061
C 5.43190 1.85727 -5.81900
C -5.26936 0.07409 -0.82889
C -1.84710 -8.22225 -1.34123
C -7.41439 -1.07874 -0.57806
C -0.36487 -0.04734 -6.67898
C -9.30982 -0.59150 4.62282
C -2.10980 -9.79695 0.52182
C 0.38301 -1.34164 -7.04830
C 6.48282 8.08676 0.65921
C 5.51438 7.14652 1.27337
C -6.69780 0.73212 1.04782
C 1.83368 5.36914 4.15024
C 4.62285 -4.44169 4.31850
C 1.98662 -0.36062 -8.74362
C -0.56125 0.14312 -5.15101
C -1.67288 -1.55039 7.25305
C 5.35784 -3.72105 2.09727
C -3.54017 -3.47642 6.24746
C 1.79879 -0.41479 -2.17213
H 3.29581 -3.83323 2.78101
H -2.13333 -3.91870 4.72796
H -2.37662 -0.87363 -1.09120
H -2.83144 -10.17594 -1.43330
H 6.11584 2.54831 -4.20933
H 0.43520 4.23675 3.03359
H -0.13170 -0.87961 -9.07757
H -4.29963 -4.18073 5.93122
H 7.51886 -3.71531 1.74031
H 3.26241 0.98958 -5.59003
H 3.91912 -0.07361 0.19422
H 2.65794 -0.47989 -7.88159
H 5.04720 0.10779 -6.73005
H 1.68660 0.68975 -8.75842
H 2.55307 -0.64937 -9.63143
H 1.17511 -1.86954 3.07602
H -9.22887 -1.22450 8.06306
H 0.08684 8.56705 2.64555
H -0.22116 -2.23118 -6.82691
H 0.94345 -2.29943 -8.91213
H -0.84282 -0.92912 -2.62429
H 2.35382 4.52947 4.59468
H 4.34616 3.24376 -4.96244
H -8.28197 -1.71727 3.15799
H 6.73559 10.13731 -0.06764
H 3.11893 1.98465 -3.46566
H 2.27048 3.48984 -3.24660
H 0.94156 2.35836 -5.51484
H 3.27489 -1.66147 -0.40142
H 0.95222 2.27881 -1.89180
H 0.06565 2.30214 -3.38476
H -4.81216 1.61040 0.66158
H -1.30175 0.76860 -2.61140
H -6.04247 -1.50300 -2.13541
H -1.37654 -0.14393 -7.09240
H 0.77328 -1.26683 -4.24337
H 5.87448 6.14424 1.46797
H -1.48632 2.61171 -1.01713
H 2.81903 1.87581 -7.03054
H 1.58202 0.09848 -4.97388
H 8.10824 -4.54099 4.01558
H 6.54961 0.66527 -6.92823
H -1.32016 -0.59519 -4.85566
H 1.34943 -1.41231 -2.09194
H -6.92984 1.31286 1.93171
H -0.80122 -6.35195 -0.88331
H -2.04282 -0.60464 0.64386
H -3.07455 -1.10325 8.77686
H 1.32261 -1.46570 -6.49414
H -2.44549 -10.72598 0.96436
H -0.41559 -6.90144 1.51179
H -0.97707 1.12642 -4.90477
H 0.07307 0.85845 -7.10921
H 1.98797 3.76909 -5.43277
H 3.55400 6.85260 2.01263
H 2.00265 8.86193 4.20394
H 3.87068 -4.65043 5.06848
H -2.13338 1.53878 0.85937
H -0.91355 -0.84557 7.56685
H -8.16410 -1.80440 -0.86619
H -7.73769 -3.05615 7.27327
H -9.76806 0.11387 3.94101
H 2.10431 1.12529 -0.59809
H 4.41306 10.84757 0.47962
*
```

Mulliken atomic charge list, values in e, 99 entries: 0.073, 0.059, -0.374, 0.277, -0.556, -0.537, -0.518, -0.550, -0.546, -0.509, -0.526, -0.541, -0.536, -0.570, -0.018, -0.589, -0.535, -0.489, -0.406, -0.566, -0.703, -0.312, 0.997, -0.559, -0.400, 0.327, 0.296, -0.007, -0.426, -0.430, 0.285, -0.354, 0.293, 0.375, -0.299, -0.803, -0.301, -0.347, 0.341, 0.290, -0.404, 0.495, 0.402, -0.467, -0.251, -0.347, -0.377, 0.094, 0.069, -0.465, 0.027, -2.460, -0.266, 0.310, -0.289, -1.259, -1.232, -0.326, -0.828, -0.140, -1.663, -0.410, -0.204, 0.332, -0.823, 1.873, -0.394, 0.543, 0.461, 0.359, -0.511, -0.869, -0.290, -0.361, -0.410, 0.303, -0.582, -0.362, -0.451, -0.405, -0.760, -1.091, -0.433, 0.333, -0.340, -0.841, 0.454, 0.518, 0.300, 0.410, 0.229, 0.602, 0.354, 0.446, 0.427, -0.207, 0.512, 0.011, 0.221

Entry 2:
Below is a 2-piece molecular cluster, C62H70F6N5 overall, with properties calculated with ωB97M-V with the def2-TZVPD basis set.

```
! wB97M-V def2-TZVPD RIJCOSX def2/J DEFGRID3
* xyz 1 1
F 4.50822 -2.35086 -0.32919
F 4.77351 2.14360 -3.67318
F 4.01065 2.92663 -1.77033
F 2.81375 3.12051 -3.59499
F 5.26608 -2.55576 -2.38082
F 3.50647 -3.69662 -1.73403
N 0.99694 7.35604 4.00195
N -2.37424 -1.36094 -3.31585
N -1.02719 -1.48306 -3.32612
N 2.91515 -3.99192 6.18050
N -2.63667 -0.30851 -2.50383
C -0.71988 -3.84538 -3.90105
C -4.30852 -0.00122 -4.96504
C 1.20510 -3.09673 -5.82169
C 0.95307 6.10328 3.45207
C -2.83117 -5.22697 -3.51051
C 4.11648 -2.47987 -1.64500
C 1.19330 6.39536 6.27033
C 3.63966 2.27282 -2.92004
C 0.40504 -0.67962 -5.80442
C 0.59176 5.09855 5.72844
C 2.60203 -2.37848 8.03364
C -3.97412 -0.42412 0.20097
C 1.79290 7.09946 1.33756
C -0.43988 -0.53200 -2.52222
C 2.79146 -2.27254 2.94176
C -6.12382 0.60072 -3.39461
C 1.71993 -0.25327 -6.44790
C 2.99314 0.94635 -2.62772
C 0.83557 7.60263 5.42023
C 2.75167 -2.99049 5.26186
C -4.58098 0.11117 1.50145
C 1.61334 0.81788 -2.66296
C 2.13179 -1.04416 3.27231
C -6.71841 0.74105 -2.14584
C -4.34036 1.29843 -5.76542
C 2.57991 -3.83045 7.58021
C -1.45163 0.23627 -1.94779
C 3.22470 -1.34490 -2.06331
C -4.01485 0.04628 -2.35088
C 1.85438 -1.53725 -2.16673
C -4.79247 0.21103 -3.52078
C -1.80057 -4.27549 -2.89771
C -5.97326 0.52098 -0.99864
C 2.22120 -1.71834 5.63391
C 3.93900 -4.43692 3.63301
C 0.42341 -2.10746 -5.23110
C 0.87521 0.99140 2.49042
C 1.00511 -0.43598 -2.44719
C 0.91796 2.15851 1.70136
C 3.15680 -5.38121 5.83200
C 0.04946 -4.80639 -4.56116
C 0.63868 3.68918 3.65617
C 3.27156 -5.61503 4.33176
C -0.76466 -0.46909 -6.77476
C 0.99304 8.59291 3.24328
C 1.11054 8.40833 1.73694
C 1.71593 -0.10618 2.27523
C -1.41200 1.27196 -1.00602
C 0.86139 3.48503 2.27002
C 0.72874 4.94280 4.25166
C 3.82158 -0.10454 -2.26418
C -5.08104 -1.11912 -5.67981
C 1.23946 5.91720 2.06860
C 1.07694 4.66762 1.49444
C 1.87487 -1.45627 7.06256
C -1.22987 -4.80167 -1.58078
C -0.42243 -2.49276 -4.16084
C 3.16718 -3.18133 3.90893
C -4.64142 0.11266 -1.07004
C 1.96510 -0.76988 4.65195
C 1.01309 -4.43305 -5.48558
C -4.01276 -1.95421 0.24632
H -2.04053 -5.03204 -0.87549
H -3.91956 -0.13534 2.33853
H -3.72822 2.05719 -5.26651
H -0.12162 -5.86344 -4.33913
H -3.54700 -2.39760 -0.64231
H -2.35618 -3.36271 -2.66536
H -3.48826 -2.31525 1.13926
H 1.09327 4.24721 6.20250
H 4.00810 -4.61644 2.55816
H 2.11951 -2.32107 9.01015
H -0.58056 -4.04702 -1.11568
H 2.01790 -0.33165 1.24961
H 1.58877 -4.27516 7.78971
H 0.83665 6.57678 7.28718
H 2.28547 6.30244 6.29908
H 1.82081 9.21198 3.63382
H 2.25464 -5.74988 3.94058
H 1.66764 9.26462 1.34680
H 0.07829 0.92288 3.25108
H 1.11660 4.59452 0.41011
H 1.92501 -0.80821 -7.36811
H 1.43423 -2.52710 -2.00948
H 0.07353 9.16345 3.47652
H 1.94191 -2.81402 -6.57051
H -5.05309 -2.30594 0.30189
H 1.30028 2.08128 0.68389
H 1.71846 6.95240 0.25794
H -2.93278 -0.09004 0.15345
H 2.99945 -2.50829 1.89666
H 0.78411 -1.56095 7.18227
H 3.29836 -4.41615 8.17213
H -0.64458 -1.08013 -7.68330
H -5.14396 -2.01291 -5.04440
H 1.47486 8.45863 5.68420
H 0.39155 2.82731 4.27826
H -4.71213 1.19723 1.48654
H -4.57107 -1.40442 -6.61058
H 2.13087 -0.41573 7.28512
H 1.66082 0.80596 -6.71596
H -5.36248 1.68682 -5.85422
H -1.72566 -0.73730 -6.31307
H -6.44375 0.61680 -0.01890
H 2.55223 -0.38161 -5.75001
H -5.54498 -0.36556 1.71157
H 1.59651 0.22190 4.93195
H 4.95816 -4.32596 4.03549
H -3.27006 -4.77076 -4.40631
H -0.47690 5.03287 5.98053
H 2.86866 7.18974 1.57298
H -6.69820 0.79866 -4.29466
H 0.23960 -0.01722 -4.94297
H -0.20792 7.90603 5.62430
H 4.89915 0.03309 -2.15189
H 3.64668 -2.06148 8.14950
H -3.94851 1.14918 -6.77882
H 0.09400 8.43872 1.32750
H -2.39878 -6.19819 -3.78027
H 1.61671 -5.18758 -5.98562
H 2.35451 -6.01903 6.25588
H 4.08829 -5.69041 6.34116
H -6.10246 -0.80816 -5.94492
H 0.98686 1.67171 -2.90208
H -2.28483 1.91549 -1.01314
H -0.64827 -5.72167 -1.72601
H -0.80934 0.58693 -7.07566
H -3.64073 -5.40387 -2.79243
H -0.48560 1.51010 -0.50970
H -3.27160 -0.33613 -4.91148
H 3.82939 -6.54141 4.17680
H -7.77239 0.99935 -2.06573
*
```

- energy above the lowest of the compared OMol25 structures with the same formula, charge and spin (kcal/mol) = 7.9

Mulliken atomic charge list, values in e, 99 entries: -0.230, -0.266, -0.254, -0.269, -0.270, -0.272, 0.018, -1.711, 1.807, 0.033, 1.180, 0.616, 2.557, -0.751, 0.482, -1.582, 0.468, -0.862, 0.560, 1.831, -0.741, -0.843, 2.102, -0.937, -1.137, -1.387, -0.444, -2.064, -0.073, -0.718, 0.651, -2.188, -0.169, 0.078, -1.442, -1.488, -0.746, 1.345, 0.298, -0.574, -0.128, 0.604, 2.091, -0.617, 0.728, -0.872, -0.143, 0.053, 0.303, 0.061, -0.740, -0.383, -0.983, -0.728, -1.365, -0.707, -0.679, -0.425, -1.729, -0.217, 0.589, -1.127, -1.584, 0.498, -1.450, -0.813, -1.463, -0.184, 0.631, 0.378, -1.275, -1.471, -1.005, 0.440, 0.436, 0.386, 0.387, -0.055, -0.942, 0.395, 0.392, 0.365, 0.362, 0.282, 0.380, 0.349, 0.356, 0.346, 0.390, 0.378, 0.355, 0.929, 0.512, 0.417, 0.711, 0.312, 0.372, 0.305, 0.439

Number 1: LUMO energy -0.1529 hartree, calculated total energy -202301.77373 eV. Number 2: LUMO energy -0.1442 hartree, calculated total energy -89179.77163 eV.